# 1
ORCA calculation (wB97M-V/def2-TZVPD) on a 20-piece molecular cluster, H38IO19 overall at a distorted geometry.

Each line ends with the natural charge from an NBO analysis.
Cartesian coordinates (Å):
I: -0.598702 0.078139 -0.386002  -0.9471
O: 0.129828 -4.330751 0.628658  -0.9409
H: 0.762428 -3.776801 1.086028  0.4535
H: -0.131222 -3.816541 -0.135322  0.4847
O: -2.961732 3.123059 0.405178  -0.9540
H: -3.037632 3.538139 1.264358  0.4699
H: -2.085302 2.738229 0.401158  0.4849
O: -1.145602 -1.477261 4.076568  -0.9820
H: -0.638992 -0.669221 3.995048  0.4656
H: -1.542072 -1.599991 3.214028  0.4804
O: -4.973592 0.332379 0.738048  -0.9597
H: -4.514032 1.117369 0.439978  0.4997
H: -4.861972 0.335379 1.688718  0.4737
O: 2.092618 1.045329 2.422268  -0.9715
H: 2.392458 0.418809 3.080898  0.4889
H: 1.845088 0.504849 1.672038  0.5012
O: 4.532698 2.092529 1.692958  -0.9614
H: 3.644708 1.747559 1.599638  0.4768
H: 4.495098 2.962639 1.295808  0.4695
O: -2.382812 -2.252171 1.968148  -0.9443
H: -1.850902 -1.929181 1.240848  0.4961
H: -3.286412 -2.140621 1.672688  0.4716
O: -0.742512 -3.589421 -4.472542  -0.9734
H: -0.009292 -2.996401 -4.636702  0.4760
H: -0.977222 -3.433361 -3.557782  0.4853
O: -0.864272 1.198879 3.083628  -0.9599
H: -0.638382 0.654789 2.329198  0.4881
H: -1.537632 1.795299 2.756368  0.4614
O: 2.113558 3.938129 2.021448  -0.9642
H: 2.112598 2.988739 2.143498  0.5023
H: 1.298948 4.233219 2.428358  0.4722
O: 3.287678 -3.267401 -1.912132  -0.9612
H: 3.952168 -2.922191 -1.315882  0.4723
H: 3.058988 -2.525511 -2.472072  0.4848
O: 5.121508 -0.542511 -0.254942  -0.9708
H: 4.263688 -0.766711 0.105778  0.4829
H: 5.704118 -0.525451 0.504338  0.4612
O: -1.329462 3.286309 -4.496732  -0.9373
H: -1.249162 2.974439 -3.595332  0.4736
H: -1.385302 2.488479 -5.022642  0.4629
O: -0.980012 4.564669 -1.373722  -0.9597
H: -1.654472 3.920969 -1.156952  0.4622
H: -0.185692 4.046129 -1.501802  0.4851
O: 1.537508 3.566369 -0.555262  -0.9741
H: 1.688738 4.059259 0.251228  0.4936
H: 0.975448 2.838449 -0.289822  0.4667
O: 1.084918 -1.652761 -3.079732  -0.9676
H: 0.774598 -2.283631 -2.430152  0.4824
H: 1.130878 -0.822701 -2.605262  0.4862
O: -1.576322 -3.132711 -1.727442  -0.9796
H: -2.295232 -3.719501 -1.492772  0.4840
H: -1.924272 -2.254071 -1.575252  0.5070
O: 2.702118 -1.224311 0.524628  -0.9709
H: 2.543468 -2.063591 0.956688  0.4813
H: 1.919998 -1.076441 -0.007022  0.5046
O: -4.540222 -1.875331 -0.926432  -0.9590
H: -4.432042 -1.244611 -0.214582  0.4899
H: -4.833382 -2.677361 -0.493952  0.4560

Cartesian forces, eV/Å:
I 0.1 0.2 0.2
O 0.1 -0.3 0.2
H 0.1 0.0 0.2
H -0.3 0.2 -0.5
O -0.5 -0.2 0.0
H 0.0 0.3 0.2
H 0.5 -0.5 0.0
O 0.8 -0.1 1.0
H -0.1 0.3 0.2
H -0.5 -0.2 -0.2
O -0.2 -0.3 0.1
H 0.4 0.4 -0.2
H 0.0 0.0 0.3
O -0.2 0.4 0.1
H 0.2 -0.1 0.2
H -0.2 -0.4 -0.5
O 0.7 0.1 0.1
H -0.2 -0.3 0.1
H 0.0 0.2 -0.1
O -0.4 -0.4 -0.2
H 0.4 0.2 -0.6
H -0.2 0.1 0.0
O -0.1 -0.4 -0.6
H 0.2 0.2 0.0
H -0.2 0.1 0.5
O 0.0 0.4 0.6
H 0.1 -0.1 -0.7
H -0.2 0.0 -0.1
O 0.1 0.8 0.1
H 0.0 -0.7 0.3
H -0.2 0.1 0.2
O 0.0 -0.4 0.2
H 0.3 0.2 0.1
H -0.2 0.3 -0.3
O 0.8 -0.2 -0.5
H -0.5 0.0 0.1
H 0.2 0.2 0.1
O 0.0 0.2 -0.2
H 0.0 0.1 0.3
H 0.0 -0.2 -0.1
O -0.4 0.2 -0.2
H -0.4 0.1 0.0
H 0.7 0.1 0.1
O 0.0 -0.2 -1.2
H 0.2 0.1 0.5
H -0.1 -0.5 0.1
O 0.4 -0.1 -0.5
H -0.2 -0.2 0.3
H -0.2 0.4 0.2
O 0.5 -0.4 0.0
H -0.2 -0.2 0.0
H -0.2 0.6 0.1
O -0.1 0.0 0.6
H 0.0 -0.3 0.1
H -0.6 0.2 -0.5
O 0.3 -0.6 -0.4
H -0.2 0.8 0.3
H -0.2 -0.2 0.0

**Total charge**: -1
**Energy relative to the best compared isomer or geometry (same formula, charge and spin)**: 1.765 eV
**Frontier orbital gap**: 0.3202 Eh
**E_HOMO**: -7.0 eV



# 2
ORCA calculation (wB97M-V/def2-TZVPD) on C32H27CuN2P2 as an isolated structure at a distorted geometry.

Each line ends with the natural charge from an NBO analysis.
Cartesian coordinates (Å):
Cu: 1.654502 -0.063879 0.163980  0.6232
C: -2.525080 0.218158 -0.839864  -0.4263
N: -1.170991 0.087242 -0.335420  -1.0378
P: -0.188088 -1.287069 0.082247  1.0623
C: -0.720580 -2.438894 -1.141769  -0.4441
C: 0.027942 -2.760073 -2.299291  -0.1746
C: -0.406457 -3.743230 -3.186410  -0.2042
C: -1.508224 -4.544284 -2.827919  -0.1849
C: -2.273870 -4.211432 -1.715332  -0.2428
C: -1.854087 -3.217651 -0.846092  -0.1187
C: -0.685046 -2.057081 1.634418  -0.3948
C: -0.137698 -3.317713 2.002401  -0.1805
C: -0.491053 -3.926531 3.203190  -0.2137
C: -1.444792 -3.342849 4.035905  -0.2192
C: -1.849987 -2.045459 3.773737  -0.1522
C: -1.497547 -1.461106 2.593381  -0.2326
P: -0.199032 1.488595 0.031062  1.0445
C: -1.115983 2.139720 1.427730  -0.4024
C: -0.652658 2.051724 2.768418  -0.1705
C: -1.375780 2.599747 3.811803  -0.2242
C: -2.596046 3.217794 3.549103  -0.1883
C: -3.103473 3.269809 2.226317  -0.2175
C: -2.326631 2.791405 1.178472  -0.1916
C: -0.429670 2.653948 -1.322353  -0.3895
C: -0.523783 2.229382 -2.680365  -0.1863
C: -0.762919 3.155209 -3.701549  -0.2132
C: -0.923003 4.508821 -3.429756  -0.1878
C: -0.833793 4.947519 -2.118214  -0.2121
C: -0.546476 4.031101 -1.090376  -0.1939
H: -2.645456 -0.488881 -1.652614  0.2073
H: -2.715566 1.201976 -1.233855  0.2159
H: -3.271969 -0.093155 -0.098097  0.1970
H: 0.953092 -2.230341 -2.546614  0.2278
H: 0.183171 -3.936182 -4.047704  0.2185
H: -1.797497 -5.395499 -3.469845  0.2202
H: -3.218725 -4.776259 -1.562632  0.2212
H: -2.424012 -3.004410 0.054907  0.2123
H: 0.576146 -3.808923 1.340849  0.2207
H: -0.079541 -4.927769 3.407478  0.2216
H: -1.764911 -3.929340 4.912158  0.2197
H: -2.482233 -1.511330 4.490477  0.2118
H: -1.921018 -0.474687 2.335467  0.2188
H: 0.297113 1.542637 2.885324  0.2255
H: -0.992023 2.497548 4.817990  0.2244
H: -3.200716 3.588367 4.378476  0.2204
H: -4.111375 3.622161 1.955448  0.2221
H: -2.601485 2.956114 0.142933  0.2182
H: -0.438055 1.188377 -2.963159  0.2223
H: -0.822462 2.719522 -4.673944  0.2180
H: -1.192080 5.185380 -4.258552  0.2207
H: -0.983029 5.981801 -1.843138  0.2207
H: -0.495024 4.429527 -0.082566  0.2226
N: 8.815774 -0.408938 -1.322113  -0.3471
C: 7.688116 -0.247060 -1.045176  0.2820
C: 6.309568 -0.146756 -0.708500  -0.1690
C: 5.418785 -1.031878 -1.342389  -0.1792
C: 4.066933 -0.947282 -1.111022  -0.2624
C: 3.501814 0.026183 -0.278495  -0.4455
C: 4.390669 0.939151 0.301874  -0.2544
C: 5.785807 0.834147 0.140078  -0.1898
H: 5.753422 -1.826489 -2.008194  0.2126
H: 3.438957 -1.685681 -1.608748  0.1883
H: 4.027364 1.707100 0.997641  0.1960
H: 6.410756 1.477954 0.748788  0.2148

Cartesian forces, eV/Å:
Cu -0.3 0.3 -0.1
C -0.2 -1.6 0.3
N 1.2 0.9 0.4
P -0.1 1.6 -0.3
C 0.0 -2.2 -0.6
C -0.4 0.6 0.0
C -0.5 -0.4 1.7
C 0.2 0.4 -1.0
C -0.6 -0.9 -0.2
C -0.1 0.5 -0.5
C -0.1 -1.4 1.2
C 0.1 0.7 -0.3
C -0.2 -0.6 -0.7
C 0.8 -0.6 0.7
C -0.8 -0.6 1.2
C -0.3 1.9 -1.7
P 0.6 -1.7 0.5
C -0.3 1.4 1.0
C 0.1 -0.2 -1.8
C -0.1 -0.1 -0.3
C -0.8 -0.3 -0.6
C 0.0 -0.1 0.4
C 0.3 -0.1 0.4
C -0.6 0.5 -1.4
C 0.0 0.8 0.7
C 0.3 -0.7 1.1
C -0.5 0.2 -0.6
C 0.4 -0.7 0.4
C -0.3 0.3 -0.3
H -0.1 -0.1 -0.4
H 0.0 0.4 0.1
H 0.0 0.5 0.1
H -0.3 0.0 0.3
H 0.3 -0.3 -0.7
H 0.1 0.6 0.4
H 0.9 0.4 0.2
H 0.0 -0.1 -0.1
H -0.2 0.0 0.1
H -0.3 0.6 0.0
H 0.1 0.7 -0.4
H 0.1 -0.2 -0.4
H 0.3 -0.4 0.3
H 0.0 0.0 0.4
H -0.1 0.2 0.1
H 0.2 0.0 -0.3
H 0.6 0.2 0.6
H -0.4 -0.1 0.2
H 0.0 -0.1 0.2
H -0.1 0.2 -0.7
H 0.3 -0.3 0.6
H 0.0 0.1 -0.1
H 0.0 -0.2 0.0
N -2.4 0.5 0.5
C 2.9 -0.5 -0.3
C -0.8 0.1 -0.3
C 0.3 -0.1 -0.2
C 0.0 0.0 0.0
C 0.1 0.2 0.1
C 0.9 -0.3 0.3
C -0.8 0.0 0.2
H 0.4 0.3 0.1
H 0.0 0.1 0.1
H 0.1 -0.3 -0.4
H 0.2 0.0 -0.4

**Frontier orbital gap**: 0.2830 Eh
**E_HOMO**: -7.7 eV